Entry 1:
{
  "formula": "C4H5Li2O2Sn",
  "method": "ωB97M-V/def2-TZVPD",
  "total_charge": 0,
  "spin_multiplicity": 2,
  "gap_ev": [4.15, 3.90],
  "lumo_ev": [-1.85, -1.99],
  "homo_energy_ev": [-6.0, -5.9],
  "symbols": ["O", "C", "C", "Sn", "Li", "H", "H", "H", "H", "C", "C", "O", "Li", "H"],
  "positions_angstrom": [[2.36886, 0.15006, 0.57121], [1.52420, -0.96551, 0.63861], [0.29158, -0.73116, 1.44414], [1.69345, 1.83911, 0.10055], [4.07268, -0.39261, 0.43465], [1.87209, -1.99832, 0.84932], [1.15369, -1.27252, -0.35342], [-0.61295, -1.16765, 1.00951], [0.37927, -0.29770, 2.44382], [-3.46310, 0.14995, -0.97064], [-2.84132, 0.92094, -1.73272], [-1.86766, 1.62809, -2.08522], [-0.23676, 2.35520, -1.89077], [-4.33402, -0.21790, -0.45905]],
  "forces_ev_per_angstrom": [[3.62, -4.37, 0.87], [-2.97, -1.47, -0.92], [0.35, 2.09, -0.88], [-2.41, 2.91, -0.19], [-0.27, 0.04, 0.18], [1.91, 0.48, 0.95], [-0.01, 0.81, -0.39], [0.17, 0.28, 0.69], [-0.22, -0.65, -0.21], [-0.22, 0.94, -1.36], [0.29, -1.26, 2.88], [0.60, 0.75, -1.10], [-1.11, -0.58, -0.14], [0.28, 0.03, -0.39]]
}

=====

Entry 2:
{
  "formula": "C18H36CaGeNO8",
  "method": "ωB97M-V/def2-TZVPD",
  "total_charge": 0,
  "spin_multiplicity": 2,
  "relative_energy_kcal_mol": 16.4,
  "gap_ev": [8.69, 5.60],
  "lumo_ev": [0.39, -2.71],
  "homo_energy_ev": [-8.3, -8.3],
  "symbols": ["Ca", "O", "C", "C", "N", "C", "C", "O", "O", "C", "C", "O", "O", "H", "H", "H", "H", "H", "H", "H", "H", "H", "C", "C", "C", "C", "O", "Ge", "O", "C", "C", "C", "C", "O", "C", "C", "C", "C", "H", "H", "H", "H", "H", "H", "H", "H", "H", "H", "H", "H", "H", "H", "H", "H", "H", "H", "H", "H", "H", "H", "H", "H", "H", "H", "H"],
  "positions_angstrom": [[-0.48342, -0.43559, -0.07586], [0.67893, -0.13793, -3.19820], [-0.56443, -0.25746, -3.81623], [-1.24823, -1.57794, -3.42192], [-2.54863, -1.48897, -2.76812], [-3.35088, -0.32280, -2.96380], [-2.80262, 0.90027, -2.15125], [-3.19408, 1.99289, -2.46788], [-1.99314, 0.56673, -1.24390], [-2.92740, -2.51972, -1.87765], [-2.89863, -1.99578, -0.34755], [-3.91587, -1.51091, 0.04649], [-1.77072, -2.17850, 0.19638], [0.65583, 0.40959, -2.38144], [-0.37459, -0.29507, -4.89580], [-1.19543, 0.61550, -3.63716], [-0.59418, -2.16561, -2.77020], [-1.42090, -2.19298, -4.31847], [-4.37044, -0.53230, -2.63613], [-3.32409, -0.01816, -4.01240], [-2.22904, -3.34677, -1.98803], [-3.95972, -2.81388, -2.05792], [-0.68649, 1.30359, 3.28036], [0.49956, 0.36690, 3.15439], [0.23256, -0.95333, 3.85781], [1.75724, 1.02486, 3.70052], [0.64693, 0.06057, 1.75707], [2.22156, 0.21037, 0.67303], [1.61808, -1.31924, -0.25545], [2.36908, -2.54776, -0.33261], [1.33626, -3.66085, -0.32613], [3.31007, -2.70298, 0.85090], [3.14982, -2.52486, -1.63887], [1.20805, 1.10953, -0.64652], [1.46408, 2.50487, -0.94573], [2.90634, 2.66199, -1.39932], [1.18378, 3.35055, 0.28638], [0.50067, 2.86819, -2.06446], [-0.88380, 1.52284, 4.33100], [-1.59663, 0.86321, 2.86993], [-0.49805, 2.24253, 2.76479], [0.04826, -0.79520, 4.92142], [1.08862, -1.61764, 3.75171], [-0.63812, -1.45234, 3.43283], [1.62590, 1.26295, 4.75631], [1.97808, 1.95325, 3.17863], [2.62281, 0.37074, 3.61082], [0.65688, -3.57125, 0.52230], [1.82186, -4.63651, -0.28162], [0.73295, -3.62770, -1.23387], [2.77904, -2.63136, 1.79951], [4.10199, -1.95733, 0.85246], [3.78214, -3.68683, 0.80749], [2.47281, -2.38419, -2.47845], [3.70736, -3.45131, -1.78215], [3.86337, -1.70091, -1.64881], [3.61522, 2.45941, -0.59819], [3.08952, 3.67757, -1.74651], [3.11742, 1.97690, -2.21949], [1.80931, 3.05911, 1.13058], [0.14148, 3.26225, 0.59493], [1.38925, 4.40183, 0.08083], [0.73350, 2.30711, -2.96832], [0.57784, 3.92681, -2.30981], [-0.52635, 2.65575, -1.77100]],
  "forces_ev_per_angstrom": [[0.11, 0.20, 0.15], [0.36, 0.09, 0.60], [0.00, 0.02, -0.50], [-0.34, -0.20, -0.04], [0.13, 0.00, 0.08], [-0.35, -0.25, -0.24], [-0.14, -0.30, 0.40], [-0.30, 0.56, -0.30], [0.21, 0.12, 0.14], [-0.05, -0.04, -0.63], [0.93, -0.47, 0.02], [-1.05, 0.40, 0.36], [-0.45, -0.39, -0.22], [0.14, -0.28, -0.36], [-0.04, 0.04, 0.16], [0.10, -0.12, -0.09], [0.09, 0.15, -0.07], [0.06, 0.03, 0.07], [0.08, 0.12, -0.06], [-0.14, -0.15, 0.04], [-0.12, -0.04, 0.11], [-0.04, 0.00, 0.01], [-0.19, 0.09, 0.29], [0.08, -0.22, -0.55], [-0.06, -0.01, 0.25], [-0.01, 0.00, 0.21], [0.15, 0.28, 0.40], [0.97, 0.09, 0.26], [0.31, -0.34, 0.08], [-0.39, 0.49, -0.03], [0.00, -0.27, -0.03], [0.14, -0.23, 0.10], [0.09, -0.09, -0.02], [-0.10, 0.46, -0.31], [-0.24, -0.39, 0.15], [0.11, 0.05, -0.11], [-0.06, 0.17, 0.10], [0.03, 0.22, -0.05], [-0.01, 0.06, 0.03], [0.03, -0.11, -0.07], [0.06, 0.08, -0.06], [0.01, -0.02, 0.05], [0.09, -0.04, -0.02], [-0.05, 0.04, -0.07], [-0.04, -0.01, 0.05], [0.00, 0.10, -0.09], [0.04, -0.08, -0.02], [0.09, 0.05, 0.06], [-0.01, -0.06, -0.04], [-0.04, 0.03, -0.09], [-0.14, 0.01, 0.05], [0.05, 0.10, -0.08], [0.02, 0.01, 0.02], [-0.09, 0.01, -0.06], [0.00, -0.07, 0.00], [0.01, 0.07, 0.07], [-0.01, -0.05, 0.12], [-0.03, 0.10, -0.05], [-0.02, -0.05, -0.07], [0.11, -0.09, 0.00], [-0.05, -0.04, -0.06], [-0.02, 0.04, -0.03], [0.05, 0.02, -0.07], [-0.01, 0.08, 0.01], [-0.07, 0.01, 0.04]]
}

=====

Listing energy for the structures above in their given order: -535.042493 -4118.852551 a.u..